(1)
Density functional theory data (the ωB97M-V functional and the def2-TZVPD basis) for C13H10BrFN2O2Tc as an isolated structure.

Values from the calculation:
Largest force on an atom   0.40 eV Å⁻¹
HOMO (alpha / beta)   -16.120 / -16.608 eV
⟨S²⟩   3.8319
Total energy   -3515.3887 Eh
Relative energy (zero: lowest compared OMol25 entry of this formula, charge and spin)   0.0 kcal/mol
Orbital gap (alpha / beta)   0.2626 / 0.2236 Ha

Structure (ORCA input):
```
! wB97M-V def2-TZVPD RIJCOSX def2/J DEFGRID3
* xyz 2 4
Tc 0.163 0.876 0.288
O 5.526 1.149 1.396
C 4.341 0.643 1.139
C 4.072 -0.745 1.125
C 2.808 -1.218 0.851
N 1.847 -0.327 0.578
C 2.104 0.961 0.600
Br -0.549 2.991 -0.431
C 3.300 1.557 0.874
H 6.208 0.486 1.575
H 4.867 -1.448 1.337
H 2.561 -2.270 0.842
H 3.460 2.625 0.892
F -5.866 -0.376 -1.302
C -4.574 -0.368 -1.341
C -3.933 0.647 -2.083
C -2.574 0.663 -2.105
C -1.821 -0.337 -1.404
C -0.397 -0.358 -1.470
C -2.520 -1.345 -0.659
C -3.878 -1.370 -0.628
H -4.539 1.367 -2.615
H -2.043 1.417 -2.671
H 0.070 0.221 -2.268
H 0.094 -1.298 -1.241
H -1.944 -2.101 -0.140
H -4.445 -2.122 -0.096
O -0.866 -0.327 4.099
C -0.776 0.027 3.011
N -0.698 0.378 1.845
*
```

(2)
Density functional theory data (the ωB97M-V functional and the def2-TZVPD basis) for C3H2FFeO2 as an isolated structure in a non-equilibrium geometry.

Values from the calculation:
Largest force on an atom   2.63 eV Å⁻¹
HOMO (alpha / beta)   -1.391 / -2.102 eV
⟨S²⟩   6.0306
Total energy   -1629.4203 Eh
Orbital gap (alpha / beta)   0.1986 / 0.2197 Ha

Structure (ORCA input):
```
! wB97M-V def2-TZVPD RIJCOSX def2/J DEFGRID3
* xyz -1 5
C 1.516 0.360 0.048
C -1.490 0.170 0.073
O 0.926 1.210 0.702
O 0.658 -0.606 -0.566
C -0.600 -0.827 -0.059
H -2.284 0.194 0.818
F -1.609 1.129 -0.877
H -0.710 -1.703 0.583
Fe 3.593 0.073 -0.721
*
```

(3)
Density functional theory data (the ωB97M-V functional and the def2-TZVPD basis) for a 2-piece molecular cluster, C3H8F2N2 overall in a non-equilibrium geometry.

Values from the calculation:
Largest force on an atom   2.03 eV Å⁻¹
HOMO (alpha / beta)   -6.254 / -10.917 eV
⟨S²⟩   2.0067
Total energy   -428.2202 Eh
Relative energy (zero: lowest compared OMol25 entry of this formula, charge and spin)   0.0 kcal/mol
Orbital gap (alpha / beta)   0.2598 / 0.3625 Ha

Structure (ORCA input):
```
! wB97M-V def2-TZVPD RIJCOSX def2/J DEFGRID3
* xyz 0 3
C 0.586 1.658 0.401
C 0.075 -0.809 0.488
C 1.023 0.258 0.041
N -1.965 0.437 -0.553
N 0.147 -2.033 -0.066
F 2.275 -0.005 0.589
F 1.246 0.133 -1.303
H 1.282 2.381 -0.018
H 0.563 1.754 1.483
H -0.416 1.800 -0.001
H -0.413 -0.682 1.437
H -1.770 0.160 -1.514
H -2.685 -0.201 -0.220
H 0.559 -2.111 -0.983
H -0.509 -2.738 0.219
*
```

(4)
Density functional theory data (the ωB97M-V functional and the def2-TZVPD basis) for a 11-piece molecular cluster, C25H75N16O11 overall in a non-equilibrium geometry.

Values from the calculation:
Largest force on an atom   2.80 eV Å⁻¹
HOMO   -4.811 eV
Total energy   -2701.4521 Eh
Relative energy (zero: lowest compared OMol25 entry of this formula, charge and spin)   11.1 kcal/mol
Orbital gap   0.2380 Ha

Structure (ORCA input):
```
! wB97M-V def2-TZVPD RIJCOSX def2/J DEFGRID3
* xyz -1 1
C -1.171 -16.911 -16.191
C -0.411 -15.672 -16.620
C -1.113 -14.353 -16.259
O 0.885 -15.610 -16.262
H -1.566 -16.862 -15.173
H -0.490 -17.760 -16.281
H -2.012 -17.053 -16.886
H -0.391 -15.693 -17.740
H -0.634 -13.520 -16.777
H -1.213 -14.208 -15.183
H -2.150 -14.331 -16.616
C -4.413 -11.549 -21.822
C -5.584 -12.488 -22.081
C -5.273 -13.964 -21.991
O -4.808 -14.392 -20.737
C -4.673 -15.785 -20.696
N -6.700 -12.062 -21.233
H -4.714 -10.505 -21.923
H -3.515 -11.798 -22.379
H -4.134 -11.547 -20.760
H -5.863 -12.251 -23.114
H -4.513 -14.173 -22.769
H -6.156 -14.555 -22.287
H -5.619 -16.304 -20.922
H -4.291 -16.146 -19.760
H -3.989 -16.086 -21.505
H -6.435 -12.050 -20.251
H -7.475 -12.722 -21.207
C -0.580 -20.943 -17.473
C -1.159 -22.283 -17.017
C -1.488 -23.140 -18.224
O -2.260 -24.260 -17.799
C -2.746 -25.034 -18.848
N -0.270 -22.959 -16.060
H -0.649 -20.110 -16.779
H -1.124 -20.719 -18.397
H 0.465 -20.993 -17.799
H -2.094 -22.032 -16.501
H -0.538 -23.459 -18.684
H -2.139 -22.562 -18.897
H -3.539 -25.677 -18.475
H -1.946 -25.690 -19.220
H -3.102 -24.438 -19.694
H 0.635 -22.500 -16.036
H -0.052 -23.906 -16.354
C -6.462 -12.425 -17.068
C -4.995 -11.967 -17.056
C -4.295 -12.503 -15.803
O -4.847 -12.069 -14.596
C -4.973 -10.658 -14.455
N -4.305 -12.369 -18.294
H -6.553 -13.511 -17.150
H -6.984 -11.955 -17.907
H -6.976 -12.157 -16.141
H -5.009 -10.877 -16.976
H -3.212 -12.363 -15.939
H -4.412 -13.591 -15.779
H -4.027 -10.199 -14.794
H -5.104 -10.401 -13.413
H -5.712 -10.282 -15.167
H -4.889 -11.921 -18.999
H -4.459 -13.354 -18.513
C 1.880 -16.516 -21.443
C 0.527 -16.277 -20.781
C -0.600 -15.815 -21.689
O -0.222 -14.525 -22.084
C -1.049 -13.935 -23.042
N 0.132 -17.487 -19.998
H 1.694 -17.219 -22.273
H 2.613 -17.028 -20.821
H 2.285 -15.623 -21.911
H 0.766 -15.558 -19.987
H -1.547 -15.791 -21.131
H -0.702 -16.559 -22.492
H -0.801 -12.890 -23.206
H -2.083 -13.892 -22.648
H -1.158 -14.526 -23.957
H -0.122 -17.306 -19.039
H 0.899 -18.141 -20.053
C -2.448 -14.336 -12.586
O -1.471 -14.973 -12.949
N -3.586 -14.168 -13.374
N -2.426 -13.555 -11.426
H -3.574 -14.541 -14.305
H -4.475 -13.860 -13.033
H -1.552 -13.399 -10.966
H -3.172 -12.891 -11.338
C -0.956 -11.478 -19.901
O -0.224 -10.786 -20.601
N -1.038 -12.864 -19.937
N -1.741 -11.019 -18.847
H -0.461 -13.427 -20.535
H -1.487 -13.264 -19.137
H -2.442 -11.701 -18.544
H -1.647 -10.119 -18.428
C 2.076 -17.583 -13.254
O 2.526 -16.452 -13.241
N 1.314 -18.085 -14.297
N 2.355 -18.504 -12.249
H 0.878 -18.974 -14.166
H 1.107 -17.445 -15.061
H 1.890 -19.387 -12.206
H 2.894 -18.175 -11.474
C 3.087 -13.363 -18.254
O 4.033 -12.715 -18.715
N 2.355 -12.914 -17.171
N 2.749 -14.633 -18.631
H 2.863 -12.279 -16.587
H 1.665 -13.549 -16.775
H 2.032 -15.116 -18.108
H 3.257 -15.035 -19.394
C 3.974 -17.894 -17.185
O 4.732 -18.596 -17.858
N 2.633 -17.717 -17.444
N 4.409 -17.290 -16.017
H 2.249 -18.038 -18.309
H 2.184 -16.916 -16.976
H 3.814 -16.671 -15.487
H 5.390 -17.337 -15.834
C -4.166 -19.256 -13.991
O -4.350 -19.675 -12.856
N -5.258 -18.781 -14.736
N -2.936 -19.110 -14.585
H -6.125 -18.655 -14.258
H -4.990 -18.168 -15.486
H -2.864 -18.548 -15.412
H -2.130 -19.203 -13.995
*
```

(5)
Density functional theory data (the ωB97M-V functional and the def2-TZVPD basis) for a 2-piece molecular cluster, C3H8N5 overall in a non-equilibrium geometry.

Values from the calculation:
Largest force on an atom   4.33 eV Å⁻¹
HOMO   -15.537 eV
Total energy   -392.4614 Eh
Relative energy (zero: lowest compared OMol25 entry of this formula, charge and spin)   116.7 kcal/mol
Orbital gap   0.3819 Ha

Structure (ORCA input):
```
! wB97M-V def2-TZVPD RIJCOSX def2/J DEFGRID3
* xyz 1 1
C 0.988 1.470 -0.545
C -0.724 1.701 1.231
C -0.388 1.478 -0.171
N 0.984 -2.476 -0.611
N 0.619 -1.281 -0.465
N -1.065 -2.390 -0.047
N -0.080 -3.197 -0.334
N -0.642 -1.227 -0.126
H 1.189 1.662 -1.607
H 1.016 0.223 -0.914
H 1.795 1.877 0.212
H -0.814 0.700 1.757
H -1.679 2.044 1.292
H -0.063 2.272 1.783
H -1.129 1.329 -0.976
H -0.004 -4.187 -0.479
*
```

(6)
Density functional theory data (the ωB97M-V functional and the def2-TZVPD basis) for a 2-piece molecular cluster, C6H10NO2S overall in a non-equilibrium geometry.

Values from the calculation:
Largest force on an atom   4.13 eV Å⁻¹
HOMO   -12.258 eV
Total energy   -837.5378 Eh
Relative energy (zero: lowest compared OMol25 entry of this formula, charge and spin)   158.9 kcal/mol
Orbital gap   0.2588 Ha

Structure (ORCA input):
```
! wB97M-V def2-TZVPD RIJCOSX def2/J DEFGRID3
* xyz 1 1
C -1.233 -0.741 -0.142
C 2.444 0.131 -1.588
C 2.133 -0.243 -0.400
C -0.716 1.473 0.194
C -2.230 1.473 0.533
C -0.782 -2.139 -0.302
N -0.315 0.165 -0.078
O 2.224 0.231 1.923
O 2.236 -0.647 0.745
S -2.821 -0.267 0.329
H 3.586 0.148 -1.747
H 1.632 0.444 -2.244
H -0.673 2.208 -0.582
H -0.249 2.000 0.938
H -2.290 1.866 1.483
H -2.942 2.179 -0.150
H -0.528 -2.475 -1.404
H -1.559 -2.925 -0.211
H 0.193 -2.405 0.214
H 1.890 -0.476 2.487
*
```